Entry 1:
{"formula": "C2H7BN2", "method": "ωB97M-V/def2-TZVPD", "elements": ["B", "C", "C", "N", "N", "H", "H", "H", "H", "H", "H", "H"], "positions_angstrom": [[-1.03, 1.30, 0.05], [-0.21, -0.91, 0.31], [1.10, -0.15, -0.05], [-1.33, -0.03, 0.07], [0.74, 1.24, 0.14], [-1.83, 2.11, -0.03], [-0.30, -1.91, -0.15], [-0.07, -0.92, 1.42], [2.03, -0.59, 0.40], [1.48, -0.30, -1.02], [-2.24, -0.48, 0.00], [1.11, 1.93, -0.64]], "max_force_ha_per_bohr": 0.098, "smiles": "B1NCCN1", "homo_lumo_gap_ev": 9.178, "homo_ev": -8.42, "e_tot_ev": -5843.7762, "e_above_lowest_ev": 0.387}


Entry 2:
{"formula": "C30H74O15S11", "method": "ωB97M-V/def2-TZVPD", "elements": ["C", "S", "O", "C", "H", "H", "H", "H", "H", "H", "C", "S", "O", "C", "H", "H", "H", "H", "H", "H", "C", "S", "O", "C", "H", "H", "H", "H", "H", "H", "C", "S", "O", "C", "H", "H", "H", "H", "H", "H", "C", "S", "O", "C", "H", "H", "H", "H", "H", "H", "C", "S", "O", "C", "H", "H", "H", "H", "H", "H", "C", "S", "O", "C", "H", "H", "H", "H", "H", "H", "C", "C", "C", "S", "O", "O", "C", "H", "H", "H", "H", "H", "H", "H", "H", "C", "C", "C", "S", "O", "O", "C", "H", "H", "H", "H", "H", "H", "H", "H", "C", "C", "C", "S", "O", "O", "C", "H", "H", "H", "H", "H", "H", "H", "H", "C", "C", "C", "S", "O", "O", "C", "H", "H", "H", "H", "H", "H", "H", "H"], "positions_angstrom": [[15.03, 9.33, 12.03], [14.13, 8.06, 13.00], [15.05, 6.82, 13.18], [14.29, 8.92, 14.61], [14.31, 10.13, 11.86], [15.24, 8.86, 11.07], [15.92, 9.67, 12.57], [13.83, 8.30, 15.39], [13.65, 9.80, 14.67], [15.34, 9.07, 14.84], [14.42, 18.86, 9.98], [15.42, 18.50, 8.45], [15.36, 16.96, 8.26], [14.34, 19.40, 7.35], [14.35, 19.92, 10.20], [15.13, 18.47, 10.72], [13.54, 18.24, 10.15], [14.23, 20.47, 7.57], [13.35, 18.94, 7.37], [14.74, 19.19, 6.35], [16.94, 16.18, 14.99], [17.31, 17.65, 13.98], [17.46, 17.14, 12.51], [15.67, 18.57, 13.96], [16.33, 16.53, 15.83], [17.88, 15.65, 15.17], [16.30, 15.48, 14.45], [15.31, 18.58, 14.98], [14.90, 18.09, 13.35], [15.90, 19.60, 13.69], [7.73, 15.55, 11.87], [9.15, 14.34, 12.17], [8.46, 12.98, 12.28], [10.09, 14.46, 10.56], [7.00, 15.03, 11.25], [8.20, 16.40, 11.38], [7.25, 15.89, 12.79], [10.90, 13.72, 10.47], [10.59, 15.42, 10.41], [9.35, 14.22, 9.80], [17.85, 12.59, 13.58], [18.60, 12.72, 15.23], [18.07, 11.63, 16.16], [20.30, 12.09, 14.86], [17.92, 11.57, 13.20], [18.30, 13.40, 13.01], [16.82, 12.93, 13.62], [20.61, 12.32, 13.84], [20.26, 11.01, 14.95], [20.99, 12.57, 15.56], [18.86, 14.26, 6.82], [20.05, 15.03, 7.96], [20.81, 16.12, 7.19], [18.74, 15.93, 8.92], [18.80, 15.06, 6.08], [17.92, 14.02, 7.32], [19.21, 13.37, 6.30], [18.25, 16.61, 8.22], [19.09, 16.61, 9.70], [18.04, 15.20, 9.31], [15.34, 15.03, 11.28], [14.10, 13.59, 11.30], [14.94, 12.46, 11.93], [12.95, 14.06, 12.58], [14.92, 16.02, 11.10], [16.04, 15.01, 10.45], [15.85, 14.99, 12.24], [12.31, 14.82, 12.12], [13.46, 14.43, 13.47], [12.42, 13.20, 12.98], [17.83, 10.54, 7.55], [16.41, 10.22, 8.19], [16.23, 11.21, 9.36], [17.92, 11.14, 10.20], [17.99, 9.94, 11.06], [18.25, 12.49, 10.65], [18.90, 10.88, 8.61], [17.84, 11.36, 6.82], [18.16, 9.75, 6.87], [16.54, 9.20, 8.56], [15.60, 10.42, 7.49], [15.54, 11.07, 10.20], [16.05, 12.24, 9.04], [19.74, 10.21, 8.80], [19.36, 11.85, 8.43], [10.92, 11.33, 14.85], [11.79, 11.66, 16.12], [10.98, 11.44, 17.35], [9.74, 10.11, 16.86], [8.43, 10.75, 16.69], [9.91, 8.89, 17.69], [10.41, 9.92, 15.16], [11.55, 11.27, 13.96], [10.09, 12.02, 14.66], [12.07, 12.67, 15.86], [12.72, 11.10, 16.19], [10.34, 12.28, 17.61], [11.55, 11.15, 18.23], [9.61, 9.56, 14.52], [11.24, 9.21, 15.20], [10.37, 16.73, 15.38], [10.74, 15.35, 15.95], [11.64, 15.64, 17.08], [12.81, 16.99, 16.53], [14.00, 16.43, 15.85], [12.90, 17.84, 17.71], [11.61, 17.70, 15.31], [9.60, 17.06, 16.08], [9.89, 16.60, 14.41], [11.16, 14.77, 15.13], [9.88, 14.81, 16.35], [12.11, 14.86, 17.68], [10.98, 16.08, 17.82], [12.15, 17.74, 14.37], [11.41, 18.71, 15.70], [12.34, 9.30, 9.94], [11.81, 10.49, 10.82], [10.29, 10.41, 10.80], [9.74, 9.46, 9.31], [8.97, 10.34, 8.49], [9.05, 8.24, 9.77], [11.46, 9.20, 8.61], [12.20, 8.36, 10.48], [13.38, 9.38, 9.61], [12.06, 11.40, 10.27], [12.11, 10.62, 11.86], [9.82, 11.38, 10.65], [9.89, 9.70, 11.53], [11.60, 10.01, 7.89], [11.47, 8.22, 8.13]], "max_force_ha_per_bohr": 0.060, "homo_lumo_gap_ev": 7.884, "homo_ev": -8.61, "e_tot_ev": -182199.2129, "e_above_lowest_ev": 4.060}


Entry 3:
{"formula": "C68H123N13O8S4", "method": "ωB97M-V/def2-TZVPD", "elements": ["C", "C", "C", "S", "O", "O", "C", "H", "H", "H", "H", "H", "H", "H", "H", "C", "C", "C", "S", "O", "O", "C", "H", "H", "H", "H", "H", "H", "H", "H", "C", "C", "C", "S", "O", "O", "C", "H", "H", "H", "H", "H", "H", "H", "H", "C", "C", "C", "S", "O", "O", "C", "H", "H", "H", "H", "H", "H", "H", "H", "C", "C", "C", "C", "N", "H", "H", "H", "H", "H", "H", "H", "C", "C", "C", "C", "N", "H", "H", "H", "H", "H", "H", "H", "C", "C", "C", "C", "N", "H", "H", "H", "H", "H", "H", "H", "C", "C", "C", "C", "N", "H", "H", "H", "H", "H", "H", "H", "C", "C", "C", "C", "N", "H", "H", "H", "H", "H", "H", "H", "C", "C", "C", "C", "N", "H", "H", "H", "H", "H", "H", "H", "C", "C", "C", "C", "N", "H", "H", "H", "H", "H", "H", "H", "C", "C", "C", "C", "N", "H", "H", "H", "H", "H", "H", "H", "C", "C", "C", "C", "N", "H", "H", "H", "H", "H", "H", "H", "C", "C", "C", "C", "N", "H", "H", "H", "H", "H", "H", "H", "C", "C", "C", "C", "N", "H", "H", "H", "H", "H", "H", "H", "C", "C", "C", "C", "N", "H", "H", "H", "H", "H", "H", "H", "C", "C", "C", "C", "N", "H", "H", "H", "H", "H", "H", "H"], "positions_angstrom": [[-3.78, 3.82, -5.32], [-3.25, 2.44, -5.64], [-1.74, 2.55, -5.77], [-1.29, 3.52, -4.31], [-0.06, 4.30, -4.51], [-1.26, 2.67, -3.14], [-2.86, 4.51, -4.30], [-4.80, 3.66, -4.95], [-3.84, 4.43, -6.26], [-3.72, 2.01, -6.52], [-3.40, 1.71, -4.87], [-1.52, 3.08, -6.72], [-1.24, 1.59, -5.73], [-2.49, 5.47, -4.65], [-3.21, 4.50, -3.25], [-0.06, -4.98, 3.33], [0.64, -4.67, 2.06], [-0.42, -4.86, 0.96], [-1.87, -4.05, 1.60], [-3.07, -4.71, 1.21], [-1.75, -2.64, 1.26], [-1.38, -4.31, 3.34], [0.63, -4.64, 4.14], [-0.14, -6.07, 3.34], [1.47, -5.29, 1.74], [1.02, -3.67, 2.02], [-0.74, -5.86, 0.70], [-0.15, -4.36, 0.00], [-2.24, -4.76, 3.88], [-1.32, -3.32, 3.80], [3.39, -3.83, -0.47], [4.58, -2.98, -1.07], [4.09, -2.35, -2.39], [2.90, -3.49, -3.14], [3.57, -4.21, -4.20], [1.59, -2.84, -3.29], [2.77, -4.59, -1.66], [2.65, -3.11, -0.13], [3.77, -4.45, 0.32], [5.40, -3.64, -1.21], [4.86, -2.23, -0.33], [4.87, -2.27, -3.13], [3.58, -1.39, -2.31], [3.27, -5.52, -1.87], [1.71, -4.79, -1.54], [2.15, 2.16, -4.24], [2.42, 2.52, -5.70], [3.90, 2.24, -6.03], [4.45, 0.97, -4.86], [5.52, 1.46, -4.04], [4.62, -0.27, -5.55], [2.85, 0.83, -3.97], [1.08, 2.11, -4.08], [2.54, 2.94, -3.58], [2.11, 3.55, -5.83], [1.80, 1.91, -6.35], [4.48, 3.17, -5.91], [4.12, 1.89, -7.04], [3.15, 0.75, -2.92], [2.31, -0.05, -4.29], [-6.16, -0.73, 2.07], [-4.72, -1.18, 1.56], [-3.64, -0.44, 2.33], [-3.52, -1.02, 3.71], [-3.46, -1.41, 4.78], [-6.94, -1.26, 1.57], [-6.37, 0.32, 2.05], [-6.25, -1.08, 3.06], [-4.57, -1.16, 0.47], [-4.62, -2.21, 1.84], [-3.86, 0.63, 2.47], [-2.68, -0.64, 1.83], [2.68, -8.03, 1.62], [3.27, -8.10, 3.00], [3.20, -6.84, 3.77], [4.00, -5.86, 3.01], [4.59, -5.03, 2.43], [2.81, -9.00, 1.11], [3.10, -7.26, 0.98], [1.61, -7.76, 1.64], [4.30, -8.32, 2.82], [2.85, -8.98, 3.52], [3.62, -6.99, 4.78], [2.15, -6.51, 3.95], [3.55, -1.22, 2.21], [3.80, -0.08, 3.17], [2.54, 0.76, 3.38], [1.49, -0.01, 4.01], [0.59, -0.53, 4.46], [3.34, -0.94, 1.18], [2.68, -1.76, 2.60], [4.37, -1.93, 2.21], [4.51, 0.63, 2.77], [4.20, -0.52, 4.07], [2.30, 1.14, 2.36], [2.67, 1.62, 4.03], [6.55, -0.08, -0.07], [7.39, 1.13, -0.41], [7.59, 2.10, 0.80], [6.28, 2.57, 1.32], [5.28, 2.91, 1.81], [6.43, -0.64, -1.00], [5.52, 0.17, 0.27], [6.90, -0.71, 0.71], [6.89, 1.72, -1.16], [8.43, 0.88, -0.69], [8.22, 2.96, 0.57], [8.10, 1.50, 1.60], [1.15, 3.88, 0.60], [1.85, 4.05, -0.72], [3.29, 3.63, -0.74], [3.41, 2.13, -0.59], [3.44, 0.98, -0.50], [1.05, 2.85, 1.00], [0.16, 4.29, 0.48], [1.61, 4.40, 1.43], [1.78, 5.08, -1.04], [1.28, 3.48, -1.43], [3.90, 4.09, 0.03], [3.79, 3.94, -1.64], [-1.60, 1.17, 5.71], [-0.55, 1.34, 6.81], [-0.78, 2.62, 7.60], [-1.02, 3.77, 6.70], [-1.26, 4.62, 5.99], [-2.54, 1.60, 6.04], [-1.75, 0.11, 5.46], [-1.39, 1.82, 4.85], [0.44, 1.34, 6.39], [-0.59, 0.58, 7.56], [0.02, 2.85, 8.29], [-1.57, 2.65, 8.42], [-1.43, -2.86, 6.76], [-1.20, -3.38, 8.24], [-1.23, -4.92, 8.30], [-0.08, -5.41, 7.52], [0.88, -5.68, 6.95], [-2.21, -3.34, 6.21], [-0.50, -2.90, 6.15], [-1.66, -1.79, 6.82], [-2.04, -3.03, 8.86], [-0.25, -3.03, 8.64], [-2.15, -5.31, 7.83], [-1.25, -5.32, 9.30], [-2.14, -4.20, -2.83], [-2.76, -3.06, -1.96], [-3.80, -2.24, -2.68], [-3.22, -1.59, -3.89], [-2.87, -0.94, -4.75], [-2.90, -4.79, -3.34], [-1.52, -4.86, -2.19], [-1.52, -3.74, -3.59], [-2.07, -2.44, -1.48], [-3.19, -3.60, -1.12], [-4.23, -1.45, -2.06], [-4.59, -2.94, -2.98], [0.30, -3.09, -6.68], [1.71, -2.50, -6.66], [2.04, -1.63, -7.92], [1.06, -0.60, -8.15], [0.29, 0.25, -8.31], [0.13, -3.62, -5.77], [0.14, -3.82, -7.50], [-0.45, -2.29, -6.77], [2.50, -3.24, -6.59], [1.77, -1.91, -5.71], [2.09, -2.28, -8.77], [3.01, -1.12, -7.85], [-2.01, 6.71, -0.83], [-1.16, 7.60, 0.07], [-2.04, 8.78, 0.43], [-1.38, 9.68, 1.42], [-0.83, 10.47, 2.08], [-2.21, 7.26, -1.80], [-2.95, 6.39, -0.39], [-1.47, 5.79, -1.11], [-0.31, 7.93, -0.45], [-0.89, 7.08, 1.00], [-2.98, 8.49, 0.88], [-2.18, 9.48, -0.41], [-4.92, 2.84, -2.05], [-6.15, 1.94, -2.16], [-6.41, 1.36, -3.56], [-6.92, 2.41, -4.47], [-7.54, 3.08, -5.19], [-5.14, 3.87, -2.41], [-4.03, 2.43, -2.56], [-4.66, 2.97, -1.01], [-7.06, 2.49, -1.81], [-5.96, 1.05, -1.53], [-7.16, 0.56, -3.54], [-5.50, 0.91, -3.96], [-3.52, 3.52, 1.91], [-2.77, 4.07, 3.11], [-3.46, 5.25, 3.70], [-4.83, 4.92, 4.20], [-5.86, 4.59, 4.65], [-3.55, 4.32, 1.18], [-4.51, 3.27, 2.25], [-2.93, 2.70, 1.52], [-1.74, 4.38, 2.90], [-2.71, 3.23, 3.82], [-3.56, 6.09, 3.04], [-2.95, 5.57, 4.59], [0.64, -0.56, 0.38], [0.56, -0.56, -1.15], [-0.33, 0.55, -1.75], [-1.71, 0.47, -1.18], [-2.78, 0.50, -0.75], [1.11, 0.30, 0.89], [1.31, -1.39, 0.74], [-0.31, -0.80, 0.81], [0.23, -1.59, -1.46], [1.53, -0.34, -1.62], [-0.39, 0.46, -2.81], [-0.01, 1.57, -1.52]], "max_force_ha_per_bohr": 0.057, "homo_lumo_gap_ev": 10.652, "homo_ev": -10.40, "e_tot_ev": -151598.9755}


Entry 4:
{"formula": "C23H20ClN4O6S2Tl", "method": "ωB97M-V/def2-TZVPD", "elements": ["Tl", "O", "C", "N", "C", "O", "C", "C", "C", "C", "C", "N", "C", "C", "C", "C", "C", "N", "H", "H", "H", "H", "H", "H", "H", "H", "S", "C", "C", "C", "C", "C", "C", "C", "C", "C", "N", "H", "H", "H", "H", "H", "H", "O", "Cl", "O", "O", "O", "C", "S", "C", "H", "H", "H", "H", "H", "H"], "positions_angstrom": [[0.21, -0.94, 1.03], [-3.88, 1.47, 1.93], [-2.98, 0.66, 2.19], [-1.69, 0.93, 2.45], [-1.35, 2.13, 2.94], [-2.00, 2.89, 3.65], [0.06, 2.59, 2.59], [0.32, 3.96, 2.56], [1.59, 4.40, 2.24], [2.58, 3.45, 1.98], [2.23, 2.11, 2.06], [1.00, 1.69, 2.33], [-3.37, -0.82, 2.15], [-4.69, -1.11, 1.85], [-5.09, -2.44, 1.88], [-4.18, -3.42, 2.19], [-2.86, -3.02, 2.47], [-2.46, -1.76, 2.44], [-0.49, 4.64, 2.80], [1.81, 5.46, 2.18], [3.59, 3.74, 1.72], [2.97, 1.34, 1.86], [-5.36, -0.30, 1.62], [-6.12, -2.71, 1.65], [-4.42, -4.47, 2.22], [-1.06, -3.77, 2.66], [-0.75, 1.57, -3.25], [-1.58, 2.37, -1.98], [-1.51, 1.68, -0.81], [-0.76, 0.45, -0.87], [-0.29, 0.28, -2.15], [0.54, -0.82, -2.64], [0.85, -1.00, -4.00], [1.63, -2.07, -4.38], [2.09, -2.96, -3.41], [1.73, -2.72, -2.09], [0.99, -1.68, -1.72], [-2.10, 3.30, -2.17], [-2.00, 2.03, 0.09], [0.46, -0.30, -4.74], [1.88, -2.22, -5.43], [2.69, -3.82, -3.67], [2.03, -3.40, -1.30], [-2.01, -4.00, 2.81], [0.65, -5.07, 0.96], [2.05, -5.08, 0.48], [0.65, -4.44, 2.31], [-0.14, -4.19, 0.08], [3.79, 0.52, -2.51], [2.97, 1.31, -1.10], [2.57, 2.89, -1.84], [4.78, 0.95, -2.70], [3.17, 0.61, -3.40], [3.89, -0.53, -2.27], [1.98, 2.74, -2.75], [3.46, 3.49, -2.06], [1.94, 3.42, -1.12]], "max_force_ha_per_bohr": 0.004, "homo_lumo_gap_ev": 5.651, "homo_ev": -1.57, "e_tot_ev": -81303.9178, "charge": -2}


Entry 5:
{"formula": "CH3N3", "method": "ωB97M-V/def2-TZVPD", "elements": ["C", "N", "N", "N", "H", "H", "H"], "positions_angstrom": [[-1.45, -0.38, 0.24], [2.18, 0.23, 0.13], [-0.16, 0.39, 0.27], [0.98, -0.01, 0.48], [-2.21, 0.39, 0.21], [-1.39, -1.19, -0.47], [2.06, 0.57, -0.87]], "max_force_ha_per_bohr": 0.120, "smiles": "[H]/N=N\\N=C", "homo_lumo_gap_ev": [8.341, 8.115], "homo_ev": [-9.08, -8.86], "e_tot_ev": -5550.8069, "e_above_lowest_ev": 5.074}


Entry 6:
{"formula": "C4H8N2O", "method": "ωB97M-V/def2-TZVPD", "elements": ["C", "C", "C", "C", "H", "H", "H", "H", "H", "H", "H", "H", "N", "N", "O"], "positions_angstrom": [[0.64, -0.44, -1.85], [-0.95, 0.71, -0.17], [-1.77, 0.59, 1.24], [1.46, -0.75, 1.33], [1.29, 0.44, -1.95], [-0.20, -0.27, -2.72], [1.39, -1.30, -1.92], [-0.46, 1.77, -0.21], [-1.79, 0.64, -0.85], [-2.85, 1.17, 1.30], [0.88, -1.53, 1.68], [2.38, -0.67, 2.02], [-0.01, -0.38, -0.43], [1.16, -0.03, 0.34], [-1.17, 0.05, 2.21]], "max_force_ha_per_bohr": 0.089, "smiles": "C=NN(C)CC=O", "homo_lumo_gap_ev": 9.548, "homo_ev": -8.71, "e_tot_ev": -9301.3286, "e_above_lowest_ev": 5.065}


Entry 7:
{"formula": "C5H7NO2", "method": "ωB97M-V/def2-TZVPD", "elements": ["C", "C", "N", "C", "C", "C", "O", "O", "H", "H", "H", "H", "H", "H", "H"], "positions_angstrom": [[-0.04, 1.49, -0.67], [0.88, 0.32, -0.83], [-0.88, -1.23, 1.37], [0.46, -0.97, -1.42], [-0.73, 0.07, 1.39], [0.26, 0.77, 0.66], [2.14, 0.30, -1.15], [0.19, -2.01, -0.78], [-1.65, -1.62, 1.90], [-0.22, -1.80, 0.50], [0.59, -1.03, -2.50], [0.41, 2.47, -0.75], [-1.05, 1.38, -1.04], [-1.39, 0.63, 2.05], [1.04, 1.24, 1.26]], "max_force_ha_per_bohr": 0.049, "homo_lumo_gap_ev": 7.490, "homo_ev": -7.60, "e_tot_ev": -10879.7268, "e_above_lowest_ev": 3.891}


Entry 8:
{"formula": "C5H13NO", "method": "ωB97M-V/def2-TZVPD", "elements": ["C", "C", "N", "C", "C", "C", "O", "H", "H", "H", "H", "H", "H", "H", "H", "H", "H", "H", "H", "H"], "positions_angstrom": [[1.66, 1.71, 0.50], [1.52, 0.26, 0.98], [0.93, -0.66, 0.02], [-0.79, -2.26, -0.55], [-0.50, -0.85, -0.04], [-1.29, 0.18, -0.84], [-1.47, 1.34, -0.01], [0.73, 2.14, 0.11], [2.06, 2.38, 1.27], [2.39, 1.84, -0.31], [2.52, -0.09, 1.22], [0.91, 0.29, 1.88], [1.39, -0.50, -0.87], [-0.06, -2.52, -1.33], [-0.61, -3.00, 0.22], [-1.78, -2.38, -0.94], [-0.84, -0.71, 0.99], [-2.27, -0.25, -1.07], [-0.77, 0.48, -1.76], [-1.97, 1.97, -0.54]], "max_force_ha_per_bohr": 0.020, "smiles": "CCN[C@H](C)CO", "homo_lumo_gap_ev": 9.329, "homo_ev": -8.38, "e_tot_ev": -8932.8209, "e_above_lowest_ev": 1.190}